1.
Molecular formula: C9H7N
Method: DFT, ωB97M-V/def2-TZVPD

Output
gap between HOMO and LUMO	7.5	eV
energy above the lowest of the compared OMol25 structures with the same formula, charge and spin	935.1	kJ/mol
LUMO	-0.00939	hartree
molar mass	129.2	g/mol

```
! RIJCOSX wB97M-V def2-TZVPD def2/J DEFGRID3
* xyz 0 1
C 1.3238 1.3581 -0.5056
C 1.9421 -1.0384 1.0496
C 1.1022 -0.0560 0.1045
C 1.6913 -1.6127 -0.2800
C 0.1537 1.9941 -0.6271
C 0.5095 -0.7860 1.2992
C -2.2241 2.0158 -0.2663
C 0.1853 -1.2552 -0.0073
C -1.1143 -1.4644 -0.6361
N -1.0792 2.0185 -0.5475
H 2.3224 1.6559 -0.5400
H 2.7345 -0.7291 1.5672
H -0.0954 -0.2244 2.0763
H -3.0296 2.7359 -0.2462
H -1.2410 -1.1224 -1.6018
H -1.9505 -0.9801 -0.1113
H -1.2308 -2.5096 -0.7276
*
```

=====

2.
Molecular formula: C2H8N3
Method: DFT, ωB97M-V/def2-TZVPD

Output
gap between HOMO and LUMO	10.9	eV
energy above the lowest of the compared OMol25 structures with the same formula, charge and spin	544.1	kJ/mol
LUMO	-0.14504	hartree
molar mass	74.1	g/mol

```
! RIJCOSX wB97M-V def2-TZVPD def2/J DEFGRID3
* xyz 1 1
C 0.3333 -0.4608 -2.0482
C -0.0253 -0.5814 -0.5352
N 0.7568 0.2865 -0.9332
N 1.4746 1.2833 -0.5699
N -1.1890 -0.3731 2.0946
H 1.0294 -1.1579 -2.5182
H -0.6004 -0.1372 -2.5094
H -0.6370 -0.7689 0.2772
H 1.6689 1.8175 -1.3335
H 1.2560 1.5905 0.4486
H -2.0355 0.1552 2.4558
H -0.4807 -0.3275 2.9714
H -1.5509 -1.3261 2.1999
*
```

=====

3.
Molecular formula: C56H40BrF4IrNO3P3
Method: DFT, ωB97M-V/def2-TZVPD

Output
gap between HOMO and LUMO	4.5	eV
energy above the lowest of the compared OMol25 structures with the same formula, charge and spin	116.4	kJ/mol
LUMO	-0.27103	hartree
molar mass	1216.0	g/mol

```
! RIJCOSX wB97M-V def2-TZVPD def2/J DEFGRID3
* xyz 2 1
Ir -0.3978 0.4369 0.2846
O 0.1344 -3.8904 -1.0857
C 0.0459 -2.6095 -1.4940
O 0.3042 -1.7158 -0.7247
C -0.3666 -2.3282 -2.8795
C -0.2768 -3.3269 -3.8467
C -0.6206 -3.0567 -5.1580
C -1.0650 -1.7861 -5.4970
C -1.1759 -0.7964 -4.5307
C -0.8259 -1.0328 -3.2038
P -1.2366 0.3555 -2.0140
C -0.6076 1.8213 -2.9193
C 0.5813 1.7289 -3.6449
C 1.1344 2.8502 -4.2483
C 0.4997 4.0803 -4.1392
C -0.6739 4.1847 -3.4058
C -1.2191 3.0655 -2.7865
C -3.0453 0.3374 -2.2307
C -3.7301 -0.6210 -1.4860
C -5.1013 -0.7799 -1.6238
C -5.8026 0.0296 -2.5086
C -5.1270 0.9828 -3.2588
C -3.7512 1.1334 -3.1293
H 0.0722 -4.3121 -3.5599
H -0.5463 -3.8297 -5.9121
H -1.3376 -1.5641 -6.5211
H -1.5430 0.1813 -4.8197
H 1.0670 0.7642 -3.7601
H 2.0557 2.7620 -4.8139
H 0.9167 4.9543 -4.6256
H -1.1679 5.1449 -3.3117
H -2.1148 3.1652 -2.1852
H -3.1796 -1.2531 -0.7962
H -5.6214 -1.5343 -1.0442
H -6.8735 -0.0878 -2.6199
H -5.6711 1.6090 -3.9557
H -3.2387 1.8673 -3.7388
F 4.1862 5.3374 -2.9739
C 3.7063 4.3345 -2.2643
C 4.3935 3.1448 -2.1975
F 5.5461 3.0059 -2.8320
C 3.8739 2.1014 -1.4609
F 4.6230 0.9856 -1.4264
C 2.6612 2.1822 -0.7857
P 1.9719 0.7747 0.1811
C 2.6965 -0.7579 -0.5049
C 2.8827 -1.0639 -1.8632
C 3.0178 -2.3966 -2.3183
C 2.9612 -3.4310 -1.4408
C 2.8511 -3.1956 0.0099
C 2.6860 -1.7882 0.3815
C 2.8962 1.0123 1.7354
C 4.2331 0.6288 1.8870
C 4.9010 0.8893 3.0736
C 4.2492 1.5524 4.1097
C 2.9290 1.9476 3.9572
C 2.2506 1.6719 2.7747
C 2.0090 3.4235 -0.8300
Br 0.4670 3.8113 0.1757
C 2.5257 4.4754 -1.5627
F 1.9098 5.6475 -1.6110
H 2.8956 -0.2654 -2.5960
H 3.1333 -2.5873 -3.3777
H 3.0372 -4.4564 -1.7888
H 3.8214 -3.5207 0.4373
H 2.5118 -1.5786 1.4300
H 4.7583 0.1289 1.0815
H 5.9364 0.5913 3.1854
H 4.7774 1.7653 5.0315
H 2.4192 2.4695 4.7587
H 1.2188 1.9781 2.6534
O -2.4355 2.4416 0.3411
N -1.7515 1.6736 1.2741
C -1.7510 2.1243 2.4757
C -1.1189 1.5157 3.6565
C -1.0427 2.3194 4.7903
C -0.4084 1.8752 5.9425
C 0.1425 0.6048 5.9663
C 0.0320 -0.2204 4.8487
C -0.5945 0.2209 3.6940
P -0.9002 -0.7825 2.2212
C -2.6183 -1.2725 2.5488
C -2.8665 -2.1481 3.6088
C -4.1683 -2.4931 3.9281
C -5.2289 -1.9687 3.1915
C -4.9841 -1.0999 2.1408
C -3.6772 -0.7489 1.8183
C -0.0146 -2.3737 2.1605
C 1.1698 -2.9222 2.8667
C 1.9574 -3.8085 2.2658
C 1.8226 -4.1383 0.7905
C 0.3385 -4.0784 0.3574
C -0.4442 -3.0282 1.0865
H -2.7855 3.2296 0.7879
H -2.2581 3.0702 2.6561
H -1.4817 3.3115 4.7688
H -0.3537 2.5171 6.8127
H 0.6439 0.2433 6.8559
H 0.4284 -1.2238 4.9035
H -2.0451 -2.5595 4.1862
H -4.3607 -3.1687 4.7523
H -6.2465 -2.2423 3.4418
H -5.8096 -0.6896 1.5710
H -3.4877 -0.0650 1.0030
H 1.3745 -2.6501 3.8929
H 2.8041 -4.2356 2.7935
H 2.1771 -5.1536 0.6198
H -0.0964 -5.0630 0.5197
H -1.3922 -2.7609 0.6257
*
```

=====

4.
Molecular formula: C53H43AsBrCoF5GeIN2O4
Method: DFT, ωB97M-V/def2-TZVPD

Output
expectation value of S²	6.03
gap between HOMO and LUMO (spin up / spin down)	3.1 / 4.3	eV
energy above the lowest of the compared OMol25 structures with the same formula, charge and spin	0.0	kJ/mol
LUMO (spin up / spin down)	0.13498 / 0.13498	hartree
molar mass	1280.2	g/mol

```
! RIJCOSX wB97M-V def2-TZVPD def2/J DEFGRID3
* xyz -2 5
Co -0.2687 1.1455 0.2100
I -7.6529 2.2648 -0.8640
C -5.7668 2.6609 -0.0257
C -5.4681 3.9550 0.3711
C -4.2255 4.2076 0.9279
C -3.2837 3.1942 1.0657
C -3.6054 1.9086 0.6543
C -4.8549 1.6318 0.1136
C -1.9373 3.5384 1.6792
O -1.8908 4.5025 2.4450
O -0.9362 2.8372 1.3280
H -6.1917 4.7490 0.2512
H -3.9675 5.1991 1.2705
H -2.8800 1.0998 0.7223
H -5.0915 0.6236 -0.2007
C 3.3150 0.9548 2.2870
C 1.9178 1.5177 2.1739
N 1.7995 2.8467 1.9647
O 0.9388 0.7869 2.2757
H 3.6631 0.7017 1.2826
H 3.2726 0.0278 2.8536
H 4.0094 1.6562 2.7500
H 2.5708 3.3506 1.5608
H 0.8424 3.1680 1.7502
C -1.1540 -0.6067 0.2927
Ge -1.5083 -1.6966 1.7875
C -3.0605 -2.8785 1.3204
C -4.3525 -2.4282 1.5980
C -5.4764 -3.1155 1.1670
C -5.3379 -4.2818 0.4278
C -4.0663 -4.7422 0.1245
C -2.9488 -4.0488 0.5696
C -0.2316 -2.8839 2.7985
C -0.4010 -4.2553 2.9755
C 0.4911 -5.0082 3.7296
C 1.5841 -4.4013 4.3277
C 1.7667 -3.0336 4.1715
C 0.8676 -2.2911 3.4219
C -2.1450 -0.6920 3.3748
C -2.7696 -1.3972 4.4046
C -3.2399 -0.7563 5.5398
C -3.0865 0.6175 5.6734
C -2.4563 1.3349 4.6685
C -1.9899 0.6813 3.5344
H -4.4833 -1.5065 2.1544
H -6.4639 -2.7318 1.3967
H -6.2130 -4.8173 0.0794
H -3.9400 -5.6357 -0.4753
H -1.9698 -4.4203 0.2932
H -1.2510 -4.7526 2.5271
H 0.3300 -6.0740 3.8502
H 2.2852 -4.9863 4.9125
H 2.6130 -2.5438 4.6411
H 1.0176 -1.2231 3.3071
H -2.8941 -2.4724 4.3159
H -3.7282 -1.3276 6.3215
H -3.4580 1.1241 6.5567
H -2.3298 2.4069 4.7492
H -1.4880 1.2545 2.7669
Br 0.9322 -2.9594 -0.4801
C -0.6358 -2.4293 -1.4257
C -0.9896 -3.1331 -2.5377
C -2.0457 -2.6853 -3.3578
C -2.5692 -1.4086 -3.0286
C -2.1724 -0.7560 -1.9092
N -1.2859 -1.3073 -0.9827
H -0.4141 -4.0146 -2.7844
H -2.3807 -3.2501 -4.2130
H -3.2940 -0.9179 -3.6631
H -2.5357 0.2195 -1.6240
O 1.7079 0.4270 -0.6304
As 2.8338 0.7205 -1.7852
C 4.4779 -0.2156 -1.3393
C 4.3762 -1.6062 -1.2973
C 5.4751 -2.3740 -0.9528
C 6.6874 -1.7620 -0.6558
C 6.7960 -0.3791 -0.7039
C 5.6933 0.3935 -1.0438
C 2.3974 -0.0616 -3.4823
C 3.3007 -0.0092 -4.5394
C 2.9911 -0.6447 -5.7298
C 1.7874 -1.3345 -5.8513
C 0.8932 -1.3861 -4.7920
C 1.1953 -0.7445 -3.5982
C 3.3124 2.5622 -2.1030
C 3.9028 3.3050 -1.0829
C 4.1713 4.6511 -1.2677
C 3.8408 5.2604 -2.4713
C 3.2331 4.5254 -3.4808
C 2.9627 3.1789 -3.2971
H 3.4275 -2.0905 -1.5038
H 5.3785 -3.4509 -0.9066
H 7.5466 -2.3635 -0.3863
H 7.7384 0.1038 -0.4735
H 5.7994 1.4702 -1.0894
H 4.2431 0.5185 -4.4342
H 3.6859 -0.6053 -6.5603
H 1.5466 -1.8322 -6.7825
H -0.0465 -1.9194 -4.8720
H 0.4947 -0.7591 -2.7739
H 4.1175 2.8448 -0.1241
H 4.6171 5.2278 -0.4668
H 4.0375 6.3155 -2.6135
H 2.9369 5.0078 -4.4033
H 2.4372 2.6217 -4.0632
F 0.3171 1.8561 -2.7225
C -0.2299 2.4423 -1.5595
F 0.7913 3.3652 -1.1877
C -1.3035 3.3782 -2.1297
F -0.9094 4.0563 -3.2396
F -2.4052 2.6950 -2.4963
F -1.6857 4.3139 -1.2513
*
```

=====

5.
Molecular formula: C8H9N3
Method: DFT, ωB97M-V/def2-TZVPD

Output
gap between HOMO and LUMO (spin up / spin down)	7.3 / 7.3	eV
energy above the lowest of the compared OMol25 structures with the same formula, charge and spin	636.7	kJ/mol
LUMO (spin up / spin down)	-0.03856 / -0.03969	hartree
molar mass	147.2	g/mol

```
! RIJCOSX wB97M-V def2-TZVPD def2/J DEFGRID3
* xyz 0 1
C -1.1522 -2.3998 1.7490
C 0.9215 0.5498 -1.9902
C 1.3279 -0.7475 -2.2634
C 0.3456 0.6160 -0.7215
C 0.2599 -0.6686 -0.3230
C 0.4979 -1.1368 3.0608
C -0.1243 -1.5030 2.0073
C -1.3802 2.4062 -0.6900
N -2.0582 -3.0862 1.6792
N 0.9738 -1.5166 -1.2326
N -0.1438 1.8127 -0.0780
H 0.8803 1.4215 -2.6957
H 1.7235 -1.1360 -3.2405
H 1.2621 -0.3131 3.1004
H 0.4049 -1.3847 4.1381
H -2.2515 2.2381 -0.0763
H -1.1005 3.5200 -0.8505
H -1.4848 1.8716 -1.5972
H 1.2961 -2.3573 -0.9174
H -0.1980 1.8139 0.9415
*
```

=====

6.
Molecular formula: C33H66F3N6O11S
Method: DFT, ωB97M-V/def2-TZVPD

Output
gap between HOMO and LUMO	5.5	eV
LUMO	-0.10520	hartree
molar mass	812.0	g/mol

```
! RIJCOSX wB97M-V def2-TZVPD def2/J DEFGRID3
* xyz 1 1
C 6.7946 1.3436 -0.3750
O 5.6377 0.6250 -0.8137
C 5.3729 -0.5419 -0.1123
C 4.6430 -1.5187 -1.0249
N 3.1301 -1.3025 -0.9584
H 2.5982 -2.1195 -1.2622
H 3.0569 -1.4071 0.0637
C 2.5487 0.0533 -1.2650
C 2.9493 0.5914 -2.6098
O 2.8345 -0.3997 -3.6323
C 2.9380 0.2353 -4.9075
H 6.9851 2.2226 -0.9825
H 7.6485 0.6605 -0.4462
H 6.6601 1.6839 0.6587
H 4.7260 -0.3277 0.7556
H 6.2241 -1.0971 0.2965
H 4.7706 -2.5046 -0.5766
H 4.9565 -1.4860 -2.0623
H 2.7657 0.6302 -0.3732
H 1.4684 -0.1184 -1.2456
H 3.9785 0.9692 -2.5562
H 2.3066 1.3986 -2.9753
H 2.1489 1.0034 -4.9293
H 2.7161 -0.5030 -5.6692
H 3.8753 0.7756 -5.0677
C 3.5865 8.1412 3.3996
O 2.4421 7.3143 3.5003
C 1.5294 7.4136 2.4447
C 0.7564 6.1296 2.4291
N 1.6580 4.9617 2.2032
H 2.3606 5.2644 1.5239
H 2.2240 4.8264 3.0484
C 0.9414 3.6614 1.9014
C 0.1107 3.1984 3.0507
O -1.0805 3.9426 3.0449
C -2.1049 3.4021 3.8585
H 4.0403 8.3036 2.4116
H 4.3768 7.7823 4.0521
H 3.2681 9.1482 3.7049
H 2.1017 7.5614 1.5186
H 0.8375 8.2604 2.4576
H 0.0574 6.1735 1.5918
H 0.1306 5.9374 3.2943
H 1.7610 2.9468 1.7681
H 0.5110 3.7456 0.9085
H 0.6437 3.2292 4.0118
H -0.0773 2.1313 2.8718
H -3.0403 3.9434 3.7367
H -1.8924 3.3544 4.9303
H -2.2856 2.3799 3.5049
C -0.5999 -0.6453 -4.2096
O -0.7671 -2.0395 -4.2785
C -0.7088 -2.5669 -3.0017
C -1.3977 -3.9051 -3.0981
N -1.1718 -4.6991 -1.8241
H -0.2832 -4.4017 -1.4172
H -1.9165 -4.5568 -1.1311
C -1.0216 -6.1906 -2.1004
C -2.3913 -6.7982 -2.3274
O -2.8059 -6.4387 -3.6171
C -3.9898 -7.0858 -4.0343
H -1.5386 -0.2098 -3.8258
H -0.6326 -0.0637 -5.1378
H 0.2378 -0.2047 -3.6578
H -1.2326 -1.9063 -2.3001
H 0.3235 -2.5931 -2.6157
H -1.0850 -4.4608 -3.9751
H -2.4748 -3.8237 -3.2130
H -0.5413 -6.6062 -1.2133
H -0.3541 -6.4093 -2.9284
H -3.1035 -6.5151 -1.5428
H -2.2931 -7.8905 -2.2833
H -4.3241 -6.6074 -4.9536
H -4.7704 -7.0378 -3.2731
H -3.8249 -8.1289 -4.3306
C -0.6319 -0.4259 -0.1755
C 0.8177 0.0464 -0.0649
O 1.1781 0.8980 -0.9646
O 1.5686 -0.3778 0.8223
H -1.1934 0.4764 0.1180
H -0.9846 -1.1518 0.5568
H -0.8437 -0.6700 -1.2128
C -2.9320 -3.4565 4.8032
F -2.1156 -4.2674 5.4782
F -4.1774 -3.6545 5.1914
F -2.5238 -2.1997 5.0202
S -2.7525 -3.8415 2.9744
O -1.3674 -3.6547 2.5853
O -3.1135 -5.2598 2.8934
O -3.7150 -2.9855 2.2766
N -3.9876 -2.0293 -0.2336
C -3.5734 -1.1910 -1.2376
C -4.0035 -1.7308 -2.4139
C -4.6936 -2.9209 -2.1481
C -4.6632 -3.0864 -0.7770
H -3.6824 -2.0163 0.7373
H -2.9414 -0.3451 -1.0575
H -3.7440 -1.2845 -3.3638
H -5.1904 -3.6203 -2.8040
H -5.0884 -3.8999 -0.2164
N 0.9167 1.1426 6.2487
C 0.2462 0.3827 5.3398
C -1.0936 0.4044 5.6319
C -1.2134 1.1972 6.8005
C 0.0397 1.5842 7.2111
H 1.8679 1.4360 6.1549
H 0.7171 -0.0529 4.4672
H -1.8616 -0.0026 5.0025
H -2.0942 1.3877 7.3964
H 0.3563 2.2081 8.0269
N -0.7080 2.5096 -2.8065
C -1.7272 2.0188 -2.0324
C -2.8199 1.9164 -2.8639
C -2.4421 2.3619 -4.1374
C -1.1001 2.6807 -4.1228
H 0.2087 2.6795 -2.4384
H -1.5430 1.6828 -1.0232
H -3.7612 1.4570 -2.6037
H -3.1343 2.3907 -4.9656
H -0.4235 3.0299 -4.8810
*
```

=====

Number 1: electronic energy -10925.7435 eV. Number 2: electronic energy -6662.9896 eV. Number 3: electronic energy -177954.5113 eV. Number 4: electronic energy -313540.4423 eV. Number 5: electronic energy -12905.6107 eV. Number 6: electronic energy -85721.0271 eV.